Formula: C6H12NS
Source: the OMol25 dataset
Level of theory: ωB97M-V/def2-TZVPD

```
! RIJCOSX wB97M-V def2-TZVPD def2/J DEFGRID3
* xyz 1 1
C 1.47025 0.65991 0.50861
C 2.11608 -0.71741 0.32644
C -0.01163 0.52326 0.61692
C -1.01512 0.63335 -0.54676
C -0.84922 -0.59277 0.17346
C -2.26228 1.38347 -0.25503
N 1.75143 -1.41120 -0.84203
S -1.43067 -2.16012 0.12868
H 1.69275 1.22364 1.48330
H 1.58553 1.22934 -0.42649
H 3.22327 -0.55808 0.64347
H 1.78354 -1.27222 1.11570
H -0.31248 0.83793 1.65839
H -0.72979 0.76593 -1.52531
H -3.12376 1.28892 -0.85066
H -2.14686 2.39155 -0.27106
H -2.67977 0.94566 0.75850
H 1.99223 -0.88214 -1.64374
H 1.63347 -2.42183 -0.76949
H -2.68697 -1.86719 -0.28291
*
```

The calculation puts the strongest force on any atom at 4.8 eV/Å. For the energy relative to the best compared isomer or geometry (same formula, charge and spin), the calculation gives 93.82 kcal per mole. As for the HOMO energy (spin up / spin down): -13.067 / -13.067 eV.